Molecular formula: C10H30O10
Method: DFT, ωB97M-V/def2-TZVPD

Last column: natural (NBO) charge in e.
Element x y z (Å)
1 O -0.547 3.740 -1.888  -0.74
2 C -1.133 4.519 -0.834  -0.07
3 C -1.890 3.573 0.178  -0.08
4 O -2.610 4.362 1.020  -0.72
5 H 0.428 3.805 -1.772  0.48
6 H -0.180 4.992 -0.222  0.15
7 H -1.818 5.282 -1.220  0.17
8 H -1.231 2.874 0.882  0.20
9 H -2.568 3.108 -0.440  0.15
10 H -3.348 4.753 0.551  0.46
11 O 2.664 0.147 2.901  -0.72
12 C 1.785 0.311 4.021  -0.09
13 C 1.376 1.748 4.276  -0.09
14 O 0.578 1.754 5.387  -0.74
15 H 3.012 -0.696 3.133  0.47
16 H 0.944 -0.307 3.721  0.15
17 H 2.200 -0.132 5.076  0.16
18 H 0.817 2.063 3.441  0.15
19 H 2.147 2.502 4.039  0.21
20 H -0.178 1.208 5.543  0.50
21 O 0.539 1.110 0.645  -0.76
22 C -0.032 0.142 -0.176  -0.06
23 C 0.871 -1.015 -0.493  -0.07
24 O 0.007 -2.006 -1.033  -0.74
25 H 0.846 0.897 1.599  0.49
26 H -0.862 -0.317 0.282  0.16
27 H -0.398 0.624 -1.165  0.18
28 H 1.407 -1.238 0.126  0.14
29 H 1.564 -0.620 -1.173  0.17
30 H -0.291 -2.630 -0.503  0.48
31 O -0.990 -3.638 1.227  -0.76
32 C -0.822 -4.909 0.670  -0.07
33 C -1.802 -5.210 -0.496  -0.09
34 O -1.554 -6.649 -0.931  -0.75
35 H -1.605 -3.660 2.080  0.49
36 H 0.160 -5.140 0.413  0.19
37 H -1.193 -5.636 1.517  0.15
38 H -1.668 -4.481 -1.260  0.18
39 H -2.838 -5.010 -0.359  0.18
40 H -2.128 -7.292 -0.670  0.47
41 O 1.799 2.301 -4.552  -0.71
42 C 1.679 1.232 -3.599  -0.09
43 C 0.549 0.227 -4.049  -0.09
44 O 0.794 -1.067 -3.529  -0.73
45 H 0.914 2.500 -4.898  0.47
46 H 2.651 0.802 -3.550  0.18
47 H 1.610 1.413 -2.477  0.15
48 H 0.380 0.130 -5.190  0.18
49 H -0.465 0.595 -3.658  0.16
50 H 0.431 -1.059 -2.590  0.49

Values from the calculation:
HOMO level: -9.45 eV
energy relative to the best compared isomer or geometry (same formula, charge and spin): 167.3 kcal/mol
energy: -1151.0642 Ha
multiplicity: 1
E_LUMO: -0.0013 hartree
frontier orbital gap: 0.3461 Eh